{
  "formula": "C56H44N5O3P2S3W",
  "method": "the ωB97M-V functional and the def2-TZVPD basis",
  "species": ["W", "C", "C", "O", "C", "C", "C", "N", "N", "C", "O", "C", "C", "C", "C", "C", "C", "H", "H", "H", "H", "H", "H", "H", "H", "H", "H", "H", "H", "S", "C", "S", "C", "C", "N", "C", "N", "C", "C", "C", "C", "C", "C", "C", "C", "P", "C", "C", "C", "C", "C", "C", "C", "C", "C", "C", "C", "C", "C", "O", "C", "C", "C", "C", "C", "C", "P", "C", "C", "C", "C", "C", "C", "C", "C", "C", "C", "C", "C", "H", "H", "H", "H", "H", "H", "H", "H", "H", "H", "H", "H", "H", "H", "H", "H", "H", "H", "H", "H", "H", "H", "H", "H", "H", "H", "H", "H", "H", "H", "H", "H", "S", "C", "N"],
  "xyz": [[-0.24625, -0.17859, -0.23708], [-1.04856, 3.67493, 1.28936], [-0.26104, 2.74761, 0.42393], [-0.90750, 1.61716, 0.12730], [0.97950, 3.02211, -0.04059], [1.77814, 2.15016, -0.86626], [2.97324, 2.75742, -1.52981], [1.41616, 0.91503, -0.95919], [1.81128, -0.21500, -1.70381], [1.61396, -1.32468, -0.64996], [0.53323, -3.71850, 0.08557], [3.74174, -2.92125, -0.57627], [3.63321, -3.81661, 0.48597], [4.17973, -5.08715, 0.41015], [4.87901, -5.47927, -0.72480], [5.03308, -4.58447, -1.77063], [4.46861, -3.31694, -1.69630], [-2.07435, 3.32212, 1.37601], [-1.04521, 4.68701, 0.88410], [-0.59973, 3.70691, 2.28560], [1.39521, 3.99676, 0.17794], [2.74309, 3.79365, -1.76416], [3.26198, 2.23124, -2.43476], [3.81966, 2.74183, -0.84314], [3.11934, -3.53179, 1.38736], [4.06884, -5.76801, 1.24498], [5.31563, -6.46833, -0.78247], [5.59642, -4.86694, -2.65170], [4.61771, -2.64342, -2.53270], [-1.32937, -1.04459, 1.71909], [-0.35652, 0.00617, 2.71193], [1.08114, 0.34737, 1.84802], [-0.76191, 0.54605, 3.88659], [-1.99142, 0.15039, 4.50688], [-2.97487, -0.17332, 5.01040], [0.05340, 1.55024, 4.50613], [0.69261, 2.37870, 4.98689], [1.34842, -3.10431, -7.36101], [0.36818, -2.85416, -6.21426], [-1.00706, -3.45670, -6.57157], [0.84407, -3.51038, -4.92693], [1.51945, -4.72659, -4.85957], [1.80863, -5.33391, -3.64432], [1.44812, -4.73165, -2.44852], [0.79688, -3.50425, -2.48854], [0.41118, -2.55600, -1.01076], [3.16060, -1.51360, -0.49290], [3.81357, -0.79119, 0.65778], [4.73902, 0.14476, 0.46070], [5.13561, 0.53590, -0.89628], [4.43317, 0.17653, -1.96933], [3.26033, -0.72112, -1.81230], [0.00082, -3.90034, 1.36797], [-1.10469, -4.72174, 1.47780], [-1.63857, -4.96362, 2.73652], [-1.06049, -4.39910, 3.86498], [0.05879, -3.58937, 3.73384], [0.59708, -3.33250, 2.48019], [0.49851, -2.93978, -3.71669], [-0.18916, -1.76218, -3.63416], [-0.16366, -0.90448, -4.69244], [-0.53319, 0.40343, -4.40300], [-0.58792, 1.29303, -5.48079], [-0.23858, 0.88811, -6.75485], [0.13727, -0.42691, -6.99109], [0.16106, -1.36178, -5.96639], [-1.09380, 0.89185, -2.71703], [-2.91988, 0.49349, -2.86714], [-2.96797, -0.96959, -2.37275], [-4.32047, -1.58234, -2.62764], [-5.00985, -1.22488, -3.70843], [-4.48338, -0.20628, -4.62621], [-3.48930, 0.60551, -4.27412], [-0.84594, 2.69357, -2.76886], [0.32284, 3.17814, -3.36315], [0.59378, 4.53561, -3.39562], [-0.29343, 5.43446, -2.81828], [-1.44524, 4.96289, -2.20899], [-1.72168, 3.60217, -2.17611], [1.46129, -4.17234, -7.54536], [2.33340, -2.68318, -7.14925], [0.97954, -2.67536, -8.29230], [-0.92210, -4.53539, -6.71997], [-1.38896, -3.00473, -7.48999], [-1.73251, -3.27648, -5.77420], [1.81427, -5.22555, -5.77360], [2.32788, -6.28363, -3.62834], [1.69501, -5.19202, -1.49977], [3.56422, -1.12393, 1.65721], [5.24584, 0.59958, 1.30272], [6.03155, 1.13571, -1.01600], [4.75077, 0.45640, -2.96730], [3.17478, -1.38526, -2.67069], [-1.54352, -5.15331, 0.58715], [-2.51200, -5.59601, 2.83227], [-1.48316, -4.58752, 4.84362], [0.50833, -3.13516, 4.60883], [1.42685, -2.65056, 2.37320], [-0.90456, 2.31424, -5.32963], [-0.27806, 1.59589, -7.57285], [0.38366, -0.72850, -8.00101], [-2.22738, -1.54592, -2.92878], [-4.67686, -2.34910, -1.94984], [-5.96228, -1.68791, -3.93321], [-4.94357, -0.09279, -5.60097], [-3.14366, 1.39582, -4.92646], [1.02454, 2.49384, -3.82427], [1.49590, 4.89312, -3.87883], [-0.08737, 6.49693, -2.84934], [-2.14422, 5.65399, -1.75475], [-2.61989, 3.27096, -1.67692], [-2.60283, -0.98457, -0.59961], [-3.76002, 1.33102, -1.98770], [-4.45528, 1.96349, -1.32437]],
  "homo_ev": -10.642,
  "largest_force_ev_per_a": 1.034,
  "total_charge": 1,
  "orbital_gap_ev": 6.11,
  "lumo_ev": -4.53
}

---

{
  "formula": "C3H6N2O2S",
  "method": "the ωB97M-V functional and the def2-TZVPD basis",
  "species": ["C", "C", "C", "H", "H", "H", "H", "H", "H", "N", "N", "O", "O", "S"],
  "xyz": [[-1.51808, -0.77785, 0.70166], [-0.96325, 0.20245, -0.46426], [1.80684, 0.28961, -0.16021], [-2.32846, -1.62310, 0.11331], [-0.68035, -1.29661, 1.58892], [-2.11873, -0.02294, 1.51635], [-1.97521, 0.32963, -0.95440], [1.62390, -1.45306, -0.99832], [1.56786, 2.41410, 0.42301], [0.98665, -0.81768, -0.48192], [1.00908, 1.32916, 0.39587], [-0.04189, -0.44522, -1.28960], [3.04136, 0.08193, 0.04725], [-0.40972, 1.78960, -0.43763]],
  "homo_ev": -8.819,
  "largest_force_ev_per_a": 6.473,
  "orbital_gap_ev": 9.12,
  "lumo_ev": 0.30
}

---

{
  "formula": "C3H10N3",
  "method": "the ωB97M-V functional and the def2-TZVPD basis",
  "species": ["C", "N", "H", "H", "H", "H", "C", "N", "C", "N", "H", "H", "H", "H", "H", "H"],
  "xyz": [[-1.51246, -0.93925, 2.04965], [-0.46673, -0.38522, 2.51288], [-1.96820, -1.81331, 2.45360], [-1.93806, -0.43348, 1.17273], [-0.09885, 0.45120, 1.96425], [0.08449, -0.73324, 3.28470], [0.67719, 0.83831, -0.00547], [0.21175, -0.51263, -2.50124], [1.13665, 0.50359, -2.30828], [1.23535, 1.22425, -1.27401], [0.82789, 1.64186, 0.76219], [1.17730, -0.09701, 0.40262], [-0.41547, 0.63773, 0.02258], [-0.60663, -0.48356, -1.89084], [-0.08744, -0.63137, -3.46143], [1.74321, 0.73213, -3.18392]],
  "homo_ev": -12.361,
  "largest_force_ev_per_a": 1.685,
  "total_charge": 1,
  "orbital_gap_ev": 6.58,
  "lumo_ev": -5.78
}

---

{
  "formula": "C21H61Na2O10S9",
  "method": "the ωB97M-V functional and the def2-TZVPD basis",
  "species": ["Na", "Na", "C", "C", "C", "O", "H", "H", "H", "H", "H", "H", "H", "C", "S", "O", "C", "H", "H", "H", "H", "H", "H", "C", "S", "O", "C", "H", "H", "H", "H", "H", "H", "C", "S", "O", "C", "H", "H", "H", "H", "H", "H", "C", "S", "O", "C", "H", "H", "H", "H", "H", "H", "C", "S", "O", "C", "H", "H", "H", "H", "H", "H", "C", "S", "O", "C", "H", "H", "H", "H", "H", "H", "C", "S", "O", "C", "H", "H", "H", "H", "H", "H", "C", "S", "O", "C", "H", "H", "H", "H", "H", "H", "C", "S", "O", "C", "H", "H", "H", "H", "H", "H"],
  "xyz": [[2.44394, -3.18165, 1.79720], [-0.39102, -3.57276, 3.01398], [-1.13513, -1.68290, -0.31047], [-0.06714, -0.92863, 0.42600], [-0.44208, 0.40554, 0.81276], [0.37420, -1.85007, 1.40738], [-1.50684, -1.07551, -1.13570], [-1.98111, -1.94399, 0.32534], [-0.72584, -2.61856, -0.69140], [0.68542, -0.86077, -0.35958], [-1.01737, 0.81896, -0.01562], [0.35888, 1.10736, 1.04515], [-1.15143, 0.41186, 1.64033], [-1.79857, 3.90569, 4.07917], [-1.35278, 3.42539, 2.29242], [-2.13512, 4.49740, 1.44945], [0.41055, 3.92602, 2.37107], [-2.08251, 4.95501, 3.99913], [-0.96065, 3.88879, 4.77609], [-2.65232, 3.38656, 4.51473], [0.63490, 4.85047, 2.90320], [0.85160, 3.92939, 1.37429], [0.77723, 3.06937, 2.93658], [-2.59286, 1.93487, -2.13970], [-1.29359, 2.79730, -3.14511], [-1.77480, 4.20655, -3.35573], [0.05773, 2.92334, -1.84530], [-3.45654, 1.88478, -2.80276], [-2.73570, 2.67341, -1.35087], [-2.27243, 0.94283, -1.82148], [0.84993, 3.46995, -2.35691], [0.40477, 1.92169, -1.59161], [-0.32551, 3.49336, -0.99896], [-1.73882, -3.23800, -5.08140], [-0.54538, -4.51507, -4.42114], [0.65673, -3.76218, -3.80667], [-1.50913, -5.17274, -2.94365], [-1.19753, -2.29191, -5.08023], [-2.63154, -3.20688, -4.45676], [-2.04208, -3.35779, -6.12149], [-2.23589, -5.88705, -3.33053], [-1.92017, -4.35873, -2.34654], [-0.78896, -5.65633, -2.28365], [3.82031, 1.16945, 5.48076], [2.04267, 1.34512, 4.91053], [1.80754, 2.81599, 5.00164], [2.23542, 0.77238, 3.20585], [3.87494, 1.52550, 6.50952], [4.48892, 1.78280, 4.87673], [4.03126, 0.10098, 5.52521], [2.71678, 1.53482, 2.59341], [1.24304, 0.52199, 2.83089], [2.79946, -0.15949, 3.16617], [-3.79009, 1.58814, 1.00509], [-5.26286, 0.78135, 0.29166], [-5.33485, 1.45895, -1.08676], [-4.71221, -0.90709, 0.01108], [-3.93943, 2.59067, 1.40602], [-2.91436, 1.57962, 0.35616], [-3.46561, 0.94167, 1.82050], [-3.73810, -0.74369, -0.44990], [-5.37106, -1.44602, -0.66978], [-4.64438, -1.32978, 1.01349], [2.41844, -0.65071, -5.13114], [0.94119, 0.43477, -5.25737], [0.06960, -0.20808, -6.28193], [0.18919, -0.18256, -3.68129], [2.94609, -0.29341, -4.24682], [3.10037, -0.55580, -5.97617], [2.26125, -1.72875, -5.16607], [0.68108, 0.38247, -2.88953], [0.32450, -1.26356, -3.64609], [-0.85949, 0.09329, -3.57058], [4.04326, 2.72923, -2.15176], [3.42550, 1.02936, -1.84579], [4.53402, -0.00540, -2.01266], [2.94071, 1.26868, -0.04629], [4.93091, 2.87527, -1.53626], [3.31106, 3.50605, -1.93145], [4.32488, 2.83467, -3.19945], [2.86999, 0.31771, 0.48168], [2.10208, 1.94162, 0.13241], [3.71576, 1.86398, 0.43642], [3.62200, -2.66673, -2.34117], [4.03589, -4.10415, -1.26891], [4.15649, -3.47916, 0.10059], [2.31386, -4.86612, -1.29175], [2.91343, -3.03152, -3.08478], [4.54370, -2.20050, -2.68931], [3.12660, -2.06584, -1.57854], [1.86125, -4.95401, -2.27944], [1.64661, -4.28183, -0.65812], [2.22527, -5.92171, -1.03489], [-3.75918, 0.34385, 4.87168], [-1.92401, 0.68043, 5.01831], [-1.56528, 0.83320, 6.50582], [-1.33664, -1.00182, 4.45895], [-4.21223, 1.28469, 5.18420], [-4.11623, -0.39140, 5.59281], [-4.11190, 0.04970, 3.88316], [-1.74199, -1.82544, 5.04669], [-0.25806, -1.15700, 4.48506], [-1.62264, -1.22148, 3.43034]],
  "homo_ev": -10.207,
  "largest_force_ev_per_a": 4.025,
  "total_charge": 1,
  "orbital_gap_ev": 4.94,
  "lumo_ev": -5.26
}

---

{
  "formula": "C4H6ClN2O15V",
  "method": "the ωB97M-V functional and the def2-TZVPD basis",
  "species": ["O", "V", "C", "O", "O", "O", "C", "O", "O", "O", "Cl", "O", "O", "O", "O", "C", "N", "O", "O", "H", "H", "H", "C", "N", "O", "O", "H", "H", "H"],
  "xyz": [[21.18264, 5.46848, -0.70566], [20.47480, 4.33455, -1.41074], [20.48970, 5.33480, -4.02888], [19.69099, 4.78599, -4.78530], [19.88911, 5.85246, -3.08048], [21.10659, 4.39760, -3.48913], [18.37779, 2.70787, -2.09977], [18.34443, 3.81562, -1.56643], [19.58219, 2.41642, -2.17272], [18.08582, 2.96423, -3.22663], [23.17046, 1.60537, -1.70091], [22.88584, 0.44764, -0.89297], [22.57889, 2.78058, -1.16918], [24.55938, 1.76487, -1.87678], [22.60212, 1.37195, -3.02064], [17.93647, 7.33014, 1.55020], [19.04505, 6.27238, 1.57482], [19.86212, 6.34256, 2.45261], [19.08563, 5.39781, 0.75570], [17.01495, 6.75632, 1.45208], [18.10466, 7.99454, 0.70261], [17.94243, 7.87753, 2.49276], [21.90334, 2.35034, 2.03840], [20.46048, 2.35755, 1.58766], [20.21462, 2.88288, 0.58462], [19.59694, 1.72393, 2.21850], [22.50825, 1.51298, 1.69053], [22.06033, 2.33943, 3.11697], [22.25080, 3.33649, 1.73037]],
  "homo_ev": [0.038, -2.321],
  "largest_force_ev_per_a": 12.799,
  "multiplicity": 5,
  "total_charge": -2,
  "orbital_gap_ev": [4.54, 6.90],
  "lumo_ev": [4.58, 4.58]
}

---

{
  "formula": "C9H13NO",
  "method": "the ωB97M-V functional and the def2-TZVPD basis",
  "species": ["C", "C", "O", "N", "H", "H", "H", "H", "H", "C", "C", "C", "C", "C", "C", "C", "H", "H", "H", "H", "H", "H", "H", "H"],
  "xyz": [[1.53973, 2.09518, 1.00783], [0.53822, 2.07911, 2.06112], [-0.31287, 2.95150, 2.11361], [0.53601, 0.98306, 2.93052], [2.47213, 2.54156, 1.20116], [1.25866, 3.01675, 0.44558], [-0.22125, 1.04420, 3.65830], [1.27209, 0.31143, 2.87028], [1.50464, 1.12622, 0.51015], [-2.49535, -0.37788, -1.99388], [0.48450, -1.35396, 0.20434], [-0.61435, -0.60653, -0.25766], [1.19397, -2.10520, -0.77787], [-1.08848, -0.79340, -1.51908], [0.72764, -2.21745, -2.09815], [-0.44072, -1.57933, -2.48850], [0.75914, -1.30085, 1.26425], [-1.21091, -0.12071, 0.50887], [2.13447, -2.48800, -0.42063], [1.24894, -3.01283, -2.66375], [-2.83422, 0.58231, -1.60772], [-3.20529, -1.08489, -1.49161], [-0.94354, -1.67285, -3.45198], [-2.55498, -0.27896, -3.07425]],
  "homo_ev": -9.059,
  "largest_force_ev_per_a": 3.165,
  "orbital_gap_ev": 9.88,
  "lumo_ev": 0.82
}